A gas-phase ion, C5H12FNP (charge +1) in a non-equilibrium geometry, computed with the ωB97M-V functional and the def2-TZVPD basis.

Output
Orbital gap (Ha): 0.3503
F_max (eV Å⁻¹): 4.990
SMILES: CP[C@]1(F)CC[NH2+]C1
Energy above the lowest of the compared OMol25 structures with the same formula, charge and spin (kJ/mol): 105.7
Net charge: +1

```
20
Properties=species:S:1:pos:R:3:nbo_charge:R:1
C 0.2065 -0.8591 0.7315 -0.51
C -0.4792 -0.3347 2.0696 -0.17
C -1.2199 1.0378 0.2141 -0.30
C -0.1130 0.1566 -0.2505 0.10
C 1.3944 -1.2268 -2.4357 -0.95
N -0.9169 1.1745 1.6032 -0.54
F 1.0469 1.1367 -0.2082 -0.43
P -0.3006 -0.4065 -2.0299 0.57
H 1.2533 -0.8832 1.0964 0.28
H -0.2086 -1.9007 0.6285 0.28
H -1.5337 -0.5867 2.1995 0.22
H 0.1391 -0.3194 3.0053 0.25
H -1.1212 1.9793 -0.3812 0.27
H -2.1064 0.5457 0.0044 0.24
H 1.4945 -1.0152 -3.5865 0.27
H 1.7588 -2.3182 -2.1883 0.28
H 2.1776 -0.4813 -1.9542 0.25
H -1.5125 1.7625 2.2813 0.47
H 0.0154 1.6508 1.6654 0.45
H 0.0255 0.8880 -2.4648 -0.01
```

***

A molecular structure, C36H35AsBF8N7PS4Y, computed with the ωB97M-V functional and the def2-TZVPD basis.

Output
Orbital gap (Ha): 0.2133
F_max (eV Å⁻¹): 0.545
Energy above the lowest of the compared OMol25 structures with the same formula, charge and spin (kJ/mol): 83.0
Net charge: -2

```
94
Properties=species:S:1:pos:R:3:lowdin_charge:R:1
Y -0.1520 1.3380 -2.0897 1.05
C 4.7237 1.4696 -1.9508 -0.08
C 4.7198 0.3823 -0.8817 -0.27
N 3.4424 0.2947 -0.2082 -0.18
C 3.1056 -1.0235 0.2981 -0.25
C 4.0339 -1.5635 1.3934 -0.09
C 3.1350 1.3843 0.7048 -0.18
C 1.6848 1.8354 0.5726 -0.24
N 1.4041 2.4276 -0.7363 -0.08
C 1.8545 3.6559 -0.9926 -0.21
C 1.7221 4.1335 -2.3186 -0.14
F 1.1374 3.2603 -3.2007 -0.02
C 2.1496 5.3417 -2.7843 -0.23
F 1.9521 5.6468 -4.0891 0.06
C 2.7849 6.2428 -1.9494 0.02
C 2.9463 5.8211 -0.6410 -0.23
F 3.5587 6.6597 0.2242 0.06
C 2.5149 4.6041 -0.1612 -0.14
F 2.7460 4.3564 1.1468 0.07
H 5.6933 1.5105 -2.4556 0.06
H 4.5238 2.4538 -1.5223 0.06
H 3.9466 1.2579 -2.6861 0.07
H 5.5608 0.5500 -0.1816 0.11
H 4.8995 -0.5813 -1.3664 0.11
H 3.1016 -1.7134 -0.5489 0.11
H 2.0787 -0.9958 0.6703 0.10
H 5.0542 -1.6860 1.0207 0.06
H 3.6820 -2.5392 1.7388 0.06
H 4.0652 -0.8973 2.2582 0.06
H 3.8007 2.2239 0.4965 0.10
H 3.3182 1.1069 1.7561 0.11
H 1.4050 2.5031 1.3886 0.10
H 1.0354 0.9678 0.6871 0.04
H 3.1082 7.2163 -2.2819 0.11
N -1.3157 2.7638 -6.4656 0.02
C -0.4610 2.8289 -5.4351 -0.13
N -0.7337 1.8644 -4.5943 0.03
C -1.7967 1.2289 -5.1602 -0.32
N -2.1814 1.7429 -6.3068 0.13
C -2.4273 0.0841 -4.5020 -0.20
C -3.5630 -0.5349 -5.0021 -0.08
N -4.1355 -1.5590 -4.3810 0.08
C -3.5654 -1.9547 -3.2476 -0.09
C -2.4289 -1.3405 -2.7381 -0.10
N -1.8570 -0.3254 -3.3706 0.08
H -1.3894 3.3694 -7.2608 0.15
H 0.3046 3.5799 -5.3307 0.13
H -4.0168 -0.1811 -5.9197 0.11
H -4.0312 -2.7738 -2.7147 0.09
H -1.9890 -1.6490 -1.7999 0.08
S -1.6805 3.7176 1.3071 -0.14
As -2.6160 2.3772 -0.0190 -0.50
S -1.4968 0.4317 -0.0475 0.08
S -2.2250 3.0093 -2.1159 -0.06
S -4.6526 1.9188 0.3102 -0.19
C -0.2611 -5.6595 4.9651 -0.11
C 0.7340 -5.1922 4.1214 -0.10
C 0.5016 -4.0703 3.3295 -0.11
C -0.7177 -3.4038 3.3744 -0.41
C -1.7119 -3.8867 4.2272 -0.10
C -1.4883 -5.0038 5.0153 -0.09
P -0.9611 -1.9081 2.2954 1.08
C -1.3086 -0.6701 3.6175 -0.35
C -1.9616 0.5362 3.3681 -0.12
C -2.0430 1.5221 4.3438 -0.08
C -1.4645 1.3291 5.5867 -0.11
C -0.7822 0.1458 5.8438 -0.11
C -0.6976 -0.8365 4.8698 -0.12
C -2.5662 -2.4350 1.5606 -0.40
C -2.5912 -3.7176 0.9989 -0.12
C -3.6802 -4.1576 0.2620 -0.11
C -4.7683 -3.3150 0.0587 -0.13
C -4.7500 -2.0398 0.6000 -0.09
C -3.6615 -1.6038 1.3463 -0.13
H -0.0869 -6.5334 5.5819 0.09
H 1.6904 -5.6993 4.0739 0.09
H 1.2735 -3.7025 2.6618 0.09
H -2.6669 -3.3748 4.2636 0.12
H -2.2705 -5.3670 5.6718 0.09
H -2.3643 0.7608 2.3934 0.00
H -2.5235 2.4570 4.0842 0.08
H -1.5181 2.1056 6.3410 0.09
H -0.3027 -0.0124 6.8035 0.09
H -0.1472 -1.7411 5.0913 0.09
H -1.7415 -4.3790 1.1279 0.10
H -3.6708 -5.1538 -0.1656 0.09
H -5.6127 -3.6454 -0.5355 0.09
H -5.5547 -1.3391 0.4158 0.09
H -3.6855 -0.5845 1.7000 0.04
F 0.6061 -2.1743 -3.7188 0.14
B 1.4010 -1.1781 -3.1830 -1.25
F 0.9149 -0.8348 -1.8608 0.00
F 2.7336 -1.5299 -3.1362 0.15
F 1.2268 0.0497 -3.9103 0.04
```

***

A single C16H34NO4PS2 molecule in a non-equilibrium geometry, computed with the ωB97M-V functional and the def2-TZVPD basis.

Output
Orbital gap (Ha): 0.3158
F_max (eV Å⁻¹): 5.703
Energy above the lowest of the compared OMol25 structures with the same formula, charge and spin (kJ/mol): 1294.1

```
58
Properties=species:S:1:pos:R:3:nbo_charge:R:1
C 4.7881 2.3028 -1.1860 -0.64
C 4.9523 0.7404 -1.7575 -0.41
C 3.4460 0.0646 -1.6577 -0.43
C 3.3568 -1.0137 -0.4264 -0.41
C 2.1998 -0.7024 0.6918 -0.41
C 0.7544 -0.2116 0.0702 -0.47
C -0.3745 -0.5443 1.2542 0.05
O 0.1612 0.0686 2.4584 -0.69
S -0.4786 -0.4964 3.9125 1.67
O -0.2691 0.7118 4.9126 -0.90
O -2.1486 -0.7353 3.9144 -0.68
C -2.9474 0.3344 3.3777 -0.10
C -2.6049 0.9585 1.9161 -0.64
P -1.8489 2.6487 2.1552 1.28
N -0.3520 2.9187 1.6512 -1.33
C -1.9132 -0.1126 0.8301 0.32
C -2.1103 0.3147 -0.7312 -0.61
S -1.5564 1.9963 -1.2848 0.18
C -1.5057 2.1065 -3.1888 -0.52
C -0.3289 1.1003 -3.7809 -0.65
O -2.7196 -1.3083 1.0784 -0.58
C -2.9401 -2.2697 0.0658 -0.08
C -1.6649 -3.0701 -0.5820 -0.46
C -1.1940 -4.2031 0.5149 -0.65
H 5.8702 2.7325 -0.9910 0.22
H 4.1944 2.8744 -2.0180 0.21
H 4.1292 2.3198 -0.1946 0.22
H 5.7513 0.2399 -1.0646 0.20
H 5.3170 0.7073 -2.8722 0.21
H 2.6888 0.9616 -1.5874 0.21
H 3.1400 -0.5324 -2.6451 0.21
H 4.3993 -0.9623 0.1520 0.21
H 3.2440 -2.1409 -0.7714 0.21
H 1.9929 -1.6433 1.3963 0.20
H 2.6063 0.1400 1.4320 0.22
H 0.8363 0.9744 -0.0298 0.28
H 0.4893 -0.6602 -0.9724 0.21
H -0.2861 -1.7249 1.4167 0.21
H -4.0836 -0.0347 3.3770 0.23
H -2.9373 1.2269 4.1716 0.21
H -3.6801 1.1421 1.4084 0.27
H -1.8785 3.0270 3.5740 -0.02
H -2.6974 3.6433 1.4956 -0.04
H 0.2926 3.2120 2.4109 0.39
H -3.2804 0.2705 -0.9724 0.24
H -1.6099 -0.4423 -1.5064 0.25
H -2.5439 1.8949 -3.6873 0.22
H -1.1666 3.2060 -3.4755 0.25
H -0.7821 0.0203 -3.8881 0.21
H 0.0512 1.4910 -4.8410 0.22
H 0.6102 1.0536 -3.0671 0.23
H -3.5859 -3.1459 0.5717 0.21
H -3.6336 -1.9635 -0.8587 0.17
H -0.8075 -2.4028 -1.0043 0.21
H -2.0952 -3.6817 -1.5120 0.22
H -0.0456 -4.3871 0.3506 0.22
H -1.4154 -3.7791 1.5840 0.22
H -1.7854 -5.2348 0.4103 0.22
```

***

> Which formula does entry 1 have?

C5H12FNP

***

> Number 2 is which compound?

C36H35AsBF8N7PS4Y